[1]
Molecular formula: C3H9NO3
Method: DFT, ωB97M-V/def2-TZVPD

The molecular weight comes out at 107.1 Da. As for the strongest force on any atom: 4.3 eV/A. As for the structure (SMILES): CNCOC=O.O. For the total energy, the calculation gives -10888.503 eV. The calculation puts the orbital gap at 10.529 eV. For the relative energy (zero: lowest compared OMol25 entry of this formula, charge and spin), the calculation gives 47.9 kcal/mol. Its multiplicity is 1.

Each line ends with the natural charge from an NBO analysis.
Geometry (Å):
O  -1.2095  -2.3986  0.7296  -0.58
O  -0.0555  -0.6676  -0.0986  -0.47
O  -3.5569  -1.3823  -1.8239  -0.95
N  1.2054  1.2636  -0.4010  -0.61
C  1.1666  -0.0395  0.0738  0.09
C  -0.2107  -1.6655  0.7366  0.64
C  0.8702  2.2726  0.5627  -0.42
H  1.2275  3.2791  0.2874  0.21
H  -0.2298  2.2987  0.6399  0.20
H  -3.5865  -1.9401  -1.0138  0.48
H  0.6525  -1.8579  1.4041  0.10
H  2.1421  1.5245  -0.7346  0.37
H  1.2861  2.0094  1.5498  0.16
H  -3.0574  -1.9213  -2.4782  0.47
H  1.4995  -0.1436  1.1244  0.14
H  1.8564  -0.6314  -0.5581  0.17



[2]
Molecular formula: C3H9NO3
Method: DFT, ωB97M-V/def2-TZVPD

The molecular weight comes out at 107.1 Da. As for the strongest force on any atom: 0.7 eV/A. As for the structure (SMILES): NC(=O)CCO.O. For the total energy, the calculation gives -10889.618 eV. The calculation puts the orbital gap at 10.739 eV. For the relative energy (zero: lowest compared OMol25 entry of this formula, charge and spin), the calculation gives 22.2 kcal/mol. Its multiplicity is 1.

Each line ends with the natural charge from an NBO analysis.
Geometry (Å):
O  0.3762  -3.4258  0.7994  -0.93
O  -0.7186  0.3412  -2.6870  -0.72
O  0.1086  2.0060  1.2362  -0.58
N  0.2531  -0.2146  1.7101  -0.85
C  -0.8012  0.9116  -1.3829  -0.05
C  0.4551  0.5424  -0.6177  -0.53
C  0.2946  0.8807  0.8479  0.69
H  -1.6980  0.5148  -0.8838  0.17
H  0.3761  -4.1940  1.3802  0.47
H  0.1207  0.0549  2.6800  0.39
H  1.0517  -0.8362  1.6617  0.38
H  -0.9470  1.0173  -3.3309  0.47
H  1.2905  1.1067  -1.0171  0.23
H  0.2872  -2.6815  1.4044  0.46
H  0.6726  -0.5148  -0.7452  0.23
H  -0.9175  1.9831  -1.4514  0.18